(1)
Molecular formula: C14H50B2O15Pd2PtS2
Method: DFT, ωB97M-V/def2-TZVPD

Positions of all 86 atoms, in Å:
Pt: -0.0777 -3.7810 0.3485
Pd: 3.0401 -1.4455 1.0444
Pd: -1.3700 0.1862 2.9618
B: 2.4303 -3.5619 -0.0437
H: 3.5114 -3.5528 0.3775
H: 1.9231 -4.6145 -0.0261
H: 1.7238 -2.8899 0.5575
H: 2.4636 -3.1385 -1.1186
B: -3.3361 -0.9490 3.0985
H: -4.2690 -1.6235 3.0334
H: -2.6930 -1.3234 3.9948
H: -2.6756 -1.0763 2.1479
H: -3.6896 0.1382 3.3182
S: 0.2016 -0.3794 -0.1856
O: -0.5098 0.0942 1.0094
O: -0.1050 -1.8081 -0.3963
O: -0.2368 0.3353 -1.3772
O: 1.6606 -0.3489 -0.0062
S: 0.6933 -2.3880 3.3065
O: 1.8562 -1.7189 2.6607
O: -0.2540 -1.3704 3.7251
O: 0.0022 -3.2497 2.2903
O: 1.0791 -3.2488 4.4015
C: 0.3121 4.1738 -0.1479
C: 1.4338 3.2001 -0.4614
O: 1.3082 2.6503 -1.7543
H: -0.5552 3.5040 -0.0321
H: -0.0621 4.7771 -0.9726
H: 0.4008 4.6507 0.8268
H: 1.5645 2.4454 0.3216
H: 2.3794 3.7660 -0.4605
H: 0.8244 1.8000 -1.6838
C: -3.2921 4.4275 1.7691
C: -3.2116 3.1282 2.5661
O: -2.2219 2.2319 2.1035
H: -3.9021 5.1885 2.2478
H: -3.7013 4.2237 0.7722
H: -2.3053 4.8029 1.4887
H: -4.2102 2.6996 2.6799
H: -2.8682 3.3909 3.5710
H: -2.3184 2.0879 1.1329
C: 2.1767 3.2536 3.8275
C: 0.7204 2.8254 3.8328
O: 0.5798 1.5054 3.3380
H: 2.7147 2.6332 4.5461
H: 2.2499 4.3094 4.1041
H: 2.6344 3.2470 2.8374
H: 0.1328 3.4690 3.1750
H: 0.2981 2.9473 4.8369
H: 1.0967 0.9048 3.8961
C: 4.4577 0.9702 -1.1650
C: 4.2686 -0.4824 -1.5508
O: 4.7137 -1.3399 -0.4655
H: 5.4145 1.2529 -0.7249
H: 3.6384 1.3252 -0.5341
H: 4.3537 1.6693 -2.0017
H: 4.8329 -0.7413 -2.4471
H: 3.2123 -0.6427 -1.7404
H: 5.3484 -1.9559 -0.8376
C: -0.2416 -6.4302 -2.8275
C: -0.1663 -4.9215 -3.0376
O: -0.4116 -4.1945 -1.8173
H: 0.6871 -6.7938 -2.3911
H: -0.3246 -6.8228 -3.8412
H: -1.1269 -6.6241 -2.2271
H: -0.9891 -4.6923 -3.7186
H: 0.8039 -4.6024 -3.4236
H: -0.5141 -3.2714 -2.1551
C: -4.8690 2.2478 -1.5906
C: -4.0043 1.1568 -0.9857
O: -2.7507 1.7213 -0.5431
H: -4.3411 2.8334 -2.3447
H: -5.2787 2.9105 -0.8269
H: -5.7645 1.8331 -2.0630
H: -3.7650 0.3406 -1.6638
H: -4.5240 0.9174 -0.0522
H: -2.0387 1.1627 -0.8825
C: 1.5878 -1.5045 -3.8909
C: 0.1367 -1.5393 -4.3468
O: -0.7991 -1.7519 -3.2747
H: 2.1819 -2.0851 -4.6056
H: 1.7852 -1.9683 -2.9277
H: 1.9525 -0.4837 -4.0136
H: -0.0435 -2.4079 -4.9823
H: -0.1771 -0.6459 -4.8872
H: -0.7926 -0.9683 -2.6954

- Orbital gap (alpha / beta): 8.8 / 6.3 eV
- Energy: -79261.036 eV
- Spin multiplicity: 7
- Energy above the lowest of the compared OMol25 structures with the same formula, charge and spin: 0.839 eV
- Expectation value of S²: 12.01

=====

(2)
Molecular formula: C24H18Cl2F3N6O6SSeTb
Method: DFT, ωB97M-V/def2-TZVPD

Positions of all 62 atoms, in Å:
Tb: -8.4236 -13.3105 10.3115
Cl: -2.1069 -14.8168 7.9270
C: -3.1586 -13.8393 9.0166
C: -4.2201 -13.1786 8.3763
C: -5.4590 -12.9421 9.0670
N: -6.6909 -13.0565 8.6027
C: -7.0688 -13.0632 7.2791
O: -6.3247 -13.3030 6.3642
C: -8.5113 -12.9523 6.9765
C: -8.8727 -13.1014 5.6165
C: -10.0490 -13.6852 5.2196
C: -10.9199 -13.9817 6.2671
C: -10.5901 -13.5777 7.5102
N: -9.3507 -13.2020 8.0407
C: -5.2616 -12.5647 10.4244
C: -3.9546 -12.7761 11.0487
C: -3.0241 -13.5816 10.4491
Cl: -1.6082 -13.8119 11.4467
N: -6.3888 -12.2950 11.1378
C: -6.5385 -11.6981 12.3173
O: -5.6426 -11.3088 13.1041
C: -7.8734 -11.5369 12.8946
C: -7.9384 -11.4679 14.3237
C: -8.9306 -10.7721 15.0173
C: -9.9898 -10.2921 14.2189
C: -10.0587 -10.6037 12.8820
N: -9.0221 -11.1211 12.2519
H: -4.2499 -13.1176 7.2987
H: -8.0585 -12.8727 4.8918
H: -10.3937 -13.6400 4.1477
H: -11.9240 -14.4388 6.1164
H: -11.4660 -13.3919 8.1024
H: -3.6888 -12.4090 11.9595
H: -7.1039 -11.9140 14.8652
H: -8.7073 -10.3807 16.0374
H: -10.9168 -9.7294 14.5322
H: -11.0063 -10.4514 12.3170
F: -11.0311 -17.2717 10.6468
C: -12.0773 -16.4905 11.1442
F: -12.9685 -16.5758 10.1230
F: -12.5067 -17.0051 12.2885
S: -11.2474 -14.9094 11.7378
O: -12.3372 -14.0442 12.2604
O: -10.2625 -15.4967 12.6741
O: -10.5456 -14.2576 10.5061
C: -4.6711 -16.4446 11.8300
N: -5.3137 -16.9851 10.5534
C: -4.7667 -17.4971 9.3450
C: -5.6738 -17.3065 8.3737
N: -6.8891 -16.8212 8.9110
C: -8.2141 -16.9113 8.4103
C: -6.6493 -16.7214 10.2782
Se: -7.8752 -16.1651 11.5775
H: -5.3537 -15.8345 12.3439
H: -3.7318 -15.9950 11.6350
H: -4.5026 -17.2318 12.5950
H: -3.8899 -18.0970 9.2987
H: -5.6416 -17.4907 7.2738
H: -8.6870 -17.7983 8.8997
H: -8.2521 -17.0452 7.3070
H: -8.8353 -16.0872 8.7506
O: -9.2484 -11.4616 10.9027

- Orbital gap (alpha / beta): 3.9 / 5.7 eV
- Energy: -178214.561 eV
- Spin multiplicity: 7
- Total charge: -2
- Expectation value of S²: 12.91

=====

(3)
Molecular formula: C22H29FN4O2
Method: DFT, ωB97M-V/def2-TZVPD

Positions of all 58 atoms, in Å:
C: -2.2188 -3.0563 1.7052
H: -1.9888 -3.7276 0.8808
H: -3.2854 -3.1062 1.9064
H: -1.6955 -3.4040 2.5921
C: -1.7704 -1.6280 1.3762
N: -2.1634 -1.2410 0.0296
C: -1.3344 -0.8836 -0.9774
O: -1.7705 -0.5509 -2.0671
C: 0.1759 -0.9314 -0.7390
C: 0.8732 -0.1034 -1.8148
N: 2.3133 -0.2301 -1.7667
C: 2.9953 -1.2656 -1.2279
O: 4.2105 -1.3304 -1.2736
C: 2.1944 -2.3443 -0.5196
C: 0.7112 -2.3592 -0.8537
H: 0.5553 -2.7113 -1.8754
H: 0.1857 -3.0406 -0.1826
H: 2.6626 -3.3015 -0.7546
H: 2.3396 -2.1729 0.5519
C: 3.0674 0.8285 -2.4054
H: 2.5724 1.1085 -3.3395
H: 4.0580 0.4229 -2.6229
C: 3.2162 2.0598 -1.4923
C: 3.8028 1.6396 -0.1764
C: 5.1754 1.4948 -0.0345
C: 5.6838 1.0274 1.1609
C: 4.8703 0.6907 2.2271
C: 3.5034 0.8411 2.0804
C: 2.9762 1.3143 0.8917
H: 1.9069 1.4365 0.7925
H: 2.8469 0.5872 2.9000
H: 5.3056 0.3212 3.1417
F: 7.0202 0.9049 1.2982
H: 5.8474 1.7291 -0.8448
H: 3.8656 2.7797 -1.9913
H: 2.2412 2.5256 -1.3360
H: 0.6115 0.9518 -1.6912
H: 0.4996 -0.4179 -2.7985
H: 0.4300 -0.5152 0.2396
C: -3.5949 -1.1823 -0.2666
C: -4.1801 0.1750 -0.0483
C: -3.8332 1.3551 -0.6761
N: -4.6283 2.3180 -0.1730
N: -5.4693 1.8387 0.7357
C: -5.2137 0.5477 0.8264
H: -5.7792 -0.0687 1.4975
C: -4.6458 3.7090 -0.5207
H: -4.8521 3.8365 -1.5848
H: -3.6880 4.1785 -0.2868
H: -5.4328 4.1848 0.0607
H: -3.0996 1.5457 -1.4321
H: -3.7087 -1.4554 -1.3206
H: -4.1174 -1.9129 0.3487
H: -0.6810 -1.6129 1.4214
C: -2.2972 -0.6344 2.4129
H: -1.8972 -0.8829 3.3927
H: -3.3812 -0.6591 2.4662
H: -1.9906 0.3774 2.1574

- Orbital gap: 9.4 eV
- Energy: -36058.648 eV
- Energy above the lowest of the compared OMol25 structures with the same formula, charge and spin: 0.513 eV

=====

(4)
Molecular formula: C6H15N3O
Method: DFT, ωB97M-V/def2-TZVPD

Positions of all 25 atoms, in Å:
C: -0.3741 0.7511 0.8028
C: 1.4418 -0.9252 -0.1998
C: 1.3299 1.2106 -1.0017
C: 0.0669 -1.1781 0.3424
C: 0.3192 3.0322 0.5224
C: -1.1801 -2.9250 -0.7738
N: 0.3231 1.5916 0.1564
N: -1.3809 0.8358 1.6370
N: -0.9088 -1.4412 -0.6649
O: 1.1788 -0.1067 -1.3148
H: 2.1241 -0.4704 0.5581
H: 2.0715 -1.7444 -0.4947
H: 1.2503 1.9224 -1.8001
H: 2.3733 1.3311 -0.5197
H: -0.0585 -1.7824 1.2964
H: -0.6862 3.0904 1.1475
H: 1.1170 3.2179 1.2807
H: 0.3993 3.7161 -0.3088
H: -1.9498 -3.1344 -1.5854
H: -0.2657 -3.4868 -0.9354
H: -1.6333 -3.1683 0.2172
H: -1.5911 0.0174 2.2372
H: -1.9886 1.7098 1.6815
H: -1.7445 -0.8781 -0.7450
H: -0.2335 -1.1853 -1.5355

- Orbital gap: 10.9 eV
- Energy: -12963.372 eV
- Total charge: +2
- Energy above the lowest of the compared OMol25 structures with the same formula, charge and spin: 4.618 eV

=====

(5)
Molecular formula: C31H41O2Si
Method: DFT, ωB97M-V/def2-TZVPD

Positions of all 75 atoms, in Å:
C: 2.9640 5.0179 1.3078
C: 2.4551 4.6720 -0.0914
C: 1.5879 5.7789 -0.6839
Si: 1.5606 3.0092 -0.1920
C: 0.9539 2.6496 -1.9086
C: 0.3706 1.2354 -1.9205
C: 2.0260 2.8549 -2.9715
C: 2.6629 1.6331 0.4996
C: 2.6918 1.7357 2.0213
C: 4.0382 1.6267 -0.1518
O: 0.1775 2.7702 0.8218
C: -1.0526 2.2752 0.7498
C: -2.1578 3.2584 0.6598
C: -1.4131 1.0275 1.4299
H: 3.4814 5.9885 1.2994
H: 2.1340 5.0847 2.0248
H: 3.6929 4.2878 1.6757
H: 3.3313 4.5177 -0.7458
H: 2.1485 6.7232 -0.7171
H: 1.2737 5.5534 -1.7099
H: 0.6902 5.9426 -0.0733
H: 0.1369 3.3715 -2.0633
H: -0.3050 1.1084 -2.7772
H: 1.1633 0.4749 -1.9922
H: -0.2236 1.0241 -1.0147
H: 1.5711 2.7158 -3.9592
H: 2.4626 3.8599 -2.9370
H: 2.8324 2.1188 -2.8721
H: 2.1253 0.7110 0.2204
H: 3.2054 0.8554 2.4343
H: 3.2114 2.6377 2.3782
H: 1.6653 1.7506 2.4190
H: 4.5372 0.6718 0.0655
H: 3.9646 1.7136 -1.2439
H: 4.6822 2.4396 0.2199
H: -3.1034 2.7835 0.9772
H: -1.9357 4.1036 1.3338
H: -2.2708 3.6248 -0.3734
H: -2.4900 0.9346 1.2297
H: -1.4105 1.4025 2.4765
C: -1.2131 -8.1862 -2.5013
C: -2.1966 -7.3838 -1.9195
C: -2.1620 -5.9935 -2.0671
C: -1.1285 -5.4299 -2.8214
O: -1.0952 -4.0514 -3.0362
C: -1.0734 -3.1437 -1.9791
C: 0.1579 -2.7454 -1.4609
C: 0.1872 -1.8577 -0.3851
C: -0.9765 -1.2533 0.1249
C: -0.8665 -0.3935 1.4067
C: -1.5970 -0.9942 2.6210
C: -1.1710 -0.5431 3.8876
C: -2.0395 -0.5764 4.9742
C: -3.3224 -1.1173 4.8257
C: -3.6954 -1.6830 3.6077
C: -2.8191 -1.6646 2.5140
C: -2.1813 -1.5866 -0.5040
C: -2.2454 -2.5332 -1.5344
C: -0.1534 -6.2180 -3.4478
C: -0.1918 -7.6030 -3.2600
H: -1.2442 -9.2692 -2.3798
H: -3.0077 -7.8325 -1.3488
H: -2.9313 -5.3418 -1.6481
H: 1.0665 -3.1467 -1.9141
H: 1.1667 -1.6442 0.0550
H: 0.2013 -0.3784 1.6584
H: -0.1964 -0.0515 3.9802
H: -1.7187 -0.1446 5.9222
H: -4.0289 -1.0804 5.6563
H: -4.6901 -2.1107 3.4894
H: -3.1365 -2.1235 1.5780
H: -3.1132 -1.1418 -0.1545
H: -3.2031 -2.7822 -1.9941
H: 0.6041 -5.7212 -4.0610
H: 0.5786 -8.2180 -3.7300

- Orbital gap: 5.8 eV
- Energy: -44778.560 eV
- Total charge: +1
- Energy above the lowest of the compared OMol25 structures with the same formula, charge and spin: 0.000 eV

=====

(6)
Molecular formula: C4H4CuO3
Method: DFT, ωB97M-V/def2-TZVPD

Positions of all 12 atoms, in Å:
O: 0.7722 -0.0425 -1.0247
C: 1.1426 -0.8354 0.1106
O: 1.5716 0.0354 0.9443
O: 0.7308 -1.9545 0.2427
Cu: 1.9066 1.3277 -0.4323
C: -0.4299 -0.3754 -1.7670
C: -0.1989 -1.0202 -2.9603
C: -1.6258 -0.0881 -1.1333
H: -0.9518 -1.7043 -3.3491
H: 0.8070 -1.0544 -3.3777
H: -2.1055 0.8797 -1.2734
H: -2.1373 -0.8670 -0.5698

- Orbital gap (alpha / beta): 7.2 / 5.4 eV
- Energy: -54981.719 eV
- Spin multiplicity: 3
- Total charge: +1
- Energy above the lowest of the compared OMol25 structures with the same formula, charge and spin: 0.000 eV
- Expectation value of S²: 2.01

=====

(7)
Molecular formula: CH2N3O3
Method: DFT, ωB97M-V/def2-TZVPD

Positions of all 9 atoms, in Å:
C: 1.7751 0.1824 0.4176
N: -2.4003 -0.3830 -0.4299
N: 0.3138 -1.5622 0.1918
N: -1.2244 -0.0604 -0.3486
O: -0.6881 1.0499 -0.4033
O: 2.7378 0.8454 0.1045
O: 1.3663 -0.8749 -0.2754
H: 1.1657 0.3794 1.3189
H: -3.0458 0.4234 -0.5756

- Orbital gap (alpha / beta): 8.1 / 7.9 eV
- Energy: -11676.999 eV
- Total charge: -1
- Energy above the lowest of the compared OMol25 structures with the same formula, charge and spin: 5.750 eV

=====

(8)
Molecular formula: C4H6N
Method: DFT, ωB97M-V/def2-TZVPD

Positions of all 11 atoms, in Å:
C: -1.2530 0.4222 0.3713
C: -0.4953 1.1878 -0.3911
C: -0.4058 -0.8166 0.1594
C: 0.6111 0.1226 -0.8082
N: 0.9719 -0.4852 0.4777
H: -2.2270 0.5224 0.9358
H: -0.4775 2.1593 -0.7276
H: -0.4902 -1.8675 0.1352
H: 1.1278 -0.2166 -1.7920
H: 1.0787 0.2522 1.1668
H: 1.5592 -1.2806 0.4727

- Orbital gap: 10.2 eV
- Energy: -5724.245 eV
- Total charge: +1
- Energy above the lowest of the compared OMol25 structures with the same formula, charge and spin: 2.556 eV